{"formula": "C3H9N3O", "method": "ωB97M-V with the def2-TZVPD basis set", "multiplicity": 1, "gap_ev": 10.34, "e_lumo_ev": 0.77, "species": ["N", "C", "C", "N", "C", "N", "O", "H", "H", "H", "H", "H", "H", "H", "H", "H"], "xyz": [[1.812775, 0.029345, 0.611031], [0.690173, -0.119763, 1.525118], [-0.737754, -0.120358, 0.919536], [-0.811831, -0.888912, -0.340567], [-0.638964, -0.214513, -1.514897], [-0.957249, 1.174938, -1.549920], [-0.354537, -0.801463, -2.541323], [2.131010, -0.886478, 0.371740], [1.666545, 0.590762, -0.195237], [0.791272, -1.114499, 1.962165], [0.647987, 0.583208, 2.363642], [-1.072664, 0.911251, 0.840540], [-1.469281, -0.546049, 1.607547], [-0.266143, -1.723586, -0.285732], [-1.356610, 1.481545, -2.402798], [-0.074727, 1.644575, -1.370846]], "atomic_forces_ev_per_a": [[-0.185, -0.030, 1.338], [-1.016, -0.771, 0.104], [0.027, -0.082, 0.126], [0.118, 2.222, 1.201], [-0.748, -0.676, -1.960], [0.733, -0.255, 2.107], [0.151, -0.234, 0.066], [0.342, -0.153, -0.548], [-0.164, 0.361, -0.565], [0.295, 0.046, 0.277], [0.465, 0.129, -0.183], [-0.039, -0.097, -0.829], [0.294, -0.247, 0.286], [0.062, -0.606, -0.326], [0.032, -0.134, -1.048], [-0.366, 0.528, -0.045]]}

***

{"formula": "C3H9N3O", "method": "ωB97M-V with the def2-TZVPD basis set", "multiplicity": 1, "gap_ev": [6.88, 10.06], "e_lumo_ev": [-0.85, 0.80], "species": ["C", "C", "N", "C", "N", "O", "N", "H", "H", "H", "H", "H", "H", "H", "H", "H"], "xyz": [[1.100160, 0.678282, -1.538305], [-1.097860, 1.391752, -0.876030], [-0.181161, 0.298579, -1.018348], [-0.009641, -1.073029, 0.365290], [-0.429455, -1.275930, 2.868058], [-0.345426, -0.263513, 1.252295], [0.557646, -2.105055, 0.052860], [-0.520557, -0.448792, 3.466540], [0.528241, -1.600606, 3.035161], [0.125464, -3.014181, 0.043711], [1.758609, -0.189589, -1.541091], [1.558160, 1.507706, -0.981419], [-0.670327, 2.242655, -0.327028], [-1.990603, 1.057562, -0.350107], [-1.369309, 1.769361, -1.874090], [0.986059, 1.024797, -2.577497]], "atomic_forces_ev_per_a": [[0.131, 0.031, 0.033], [-0.055, 0.222, 0.301], [-0.103, -0.558, -0.518], [-0.084, 2.261, 2.060], [-0.528, -0.972, 1.876], [0.812, -0.948, -2.882], [-0.457, 0.035, -0.560], [0.034, -0.050, -0.235], [0.098, 0.249, -0.340], [0.139, -0.006, 0.092], [0.053, 0.055, 0.008], [0.016, -0.063, 0.030], [0.016, -0.056, 0.006], [-0.022, 0.051, -0.112], [0.021, -0.178, 0.110], [-0.071, -0.074, 0.130]]}